P | Formula: C3H8S
Source: the Open Molecules 2025 dataset
Level of theory: ωB97M-V with the def2-TZVPD basis set

XYZ file:
```
12
Properties=species:S:1:pos:R:3:lowdin_charge:R:1
S 2.758 -0.482 0.099 0.217
C -0.607 0.256 0.482 -0.319
C -0.155 1.113 -0.702 -0.144
C -0.154 -1.183 0.320 -0.126
H -0.410 -1.782 1.193 0.086
H -1.697 0.311 0.516 0.105
H -0.219 0.672 1.409 0.104
H -0.347 2.182 -0.605 0.072
H -0.564 -1.660 -0.567 0.090
H 0.975 -1.236 0.226 -0.134
H -0.522 0.765 -1.663 0.074
H 0.941 1.044 -0.708 -0.026
```

Summary:
Charge ... 0

Q | Formula: C3H8S
Source: the Open Molecules 2025 dataset
Level of theory: ωB97M-V with the def2-TZVPD basis set

XYZ file:
```
12
Properties=species:S:1:pos:R:3:lowdin_charge:R:1
S -2.071 -1.099 1.158 0.593
C 1.245 0.625 -0.629 -0.115
C -1.167 -0.011 0.052 -0.712
C 0.295 -0.475 -0.181 -0.357
H 0.654 1.441 -1.045 0.064
H 0.230 -1.335 -0.857 0.102
H -0.704 -0.618 2.411 0.113
H 1.986 0.407 -1.416 0.076
H 1.757 1.061 0.220 0.066
H -1.692 -0.155 -0.906 0.066
H -1.116 1.018 0.387 0.059
H 0.583 -0.859 0.805 0.045
```

Summary:
Charge ... 0

So which one wins? Going from most stable to least: Q, P.

P | Formula: C6H13NO
Source: the Open Molecules 2025 dataset
Level of theory: ωB97M-V with the def2-TZVPD basis set

XYZ file:
```
21
Properties=species:S:1:pos:R:3:lowdin_charge:R:1
O -1.451 0.842 -3.049 0.022
N 0.601 0.707 0.130 -0.017
C -2.237 0.320 -0.850 -0.072
C 1.272 1.759 0.033 -0.033
C 0.316 -0.891 1.987 -0.069
C 1.180 -0.504 0.793 -0.456
C 1.276 -1.636 -0.223 -0.061
C -1.739 1.220 -1.931 -0.334
H 2.298 1.868 0.399 0.076
H -1.789 2.303 -1.696 0.113
H -1.439 0.293 -0.100 0.033
H 1.913 -1.347 -1.056 0.078
H 1.706 -2.516 0.251 0.077
H 0.883 2.591 -0.538 0.064
H -2.498 -0.656 -1.251 0.083
H -0.686 -1.142 1.650 0.070
H 0.242 -0.064 2.690 0.076
H -3.076 0.755 -0.310 0.076
H 0.748 -1.747 2.502 0.078
H 0.287 -1.899 -0.585 0.075
H 2.193 -0.256 1.154 0.123
```

Summary:
SMILES string ... C=NC(C)C.CC=O
Charge ... 0

Q | Formula: C6H13NO
Source: the Open Molecules 2025 dataset
Level of theory: ωB97M-V with the def2-TZVPD basis set

XYZ file:
```
21
Properties=species:S:1:pos:R:3:lowdin_charge:R:1
O -3.959 1.731 -0.982 0.033
N -0.702 -0.506 -0.682 0.101
C 1.512 -0.206 2.188 -0.089
C -1.978 1.829 -2.342 -0.078
C 0.352 -0.279 -0.039 -0.214
C 0.964 -1.132 1.105 -0.413
C 2.071 -2.015 0.532 -0.081
C -2.806 2.028 -1.114 -0.360
H -2.582 1.465 -3.169 0.081
H 1.058 0.420 -0.482 0.115
H 2.495 -2.647 1.310 0.079
H -1.343 -1.167 -0.244 0.070
H -2.166 2.404 -0.223 0.125
H -1.427 2.747 -2.541 0.075
H 0.735 0.454 2.569 0.078
H -1.211 1.091 -2.080 0.035
H 0.181 -1.773 1.528 0.130
H 2.875 -1.406 0.121 0.079
H 1.914 -0.791 3.014 0.077
H 1.694 -2.654 -0.264 0.079
H 2.323 0.405 1.797 0.077
```

Summary:
SMILES string ... [H]/N=C\C(C)C.CC=O
Charge ... 0

R | Formula: C6H13NO
Source: the Open Molecules 2025 dataset
Level of theory: ωB97M-V with the def2-TZVPD basis set

XYZ file:
```
21
Properties=species:S:1:pos:R:3:lowdin_charge:R:1
O -3.511 1.247 -0.571 -0.419
N 3.159 -0.343 1.512 0.037
C -0.634 1.331 0.018 -0.122
C -1.576 2.116 0.770 0.002
C 0.201 -2.083 -0.862 0.084
C 0.153 -0.718 -1.000 -0.198
C -0.898 0.118 -0.634 -0.074
C 2.738 -1.325 0.516 -0.233
H 1.751 -0.848 0.531 0.036
H -2.365 1.611 1.310 0.092
H -1.963 -0.096 -0.802 0.108
H 2.686 -2.390 0.718 0.078
H 3.310 -1.196 -0.405 0.080
H 0.978 -2.711 -1.273 0.072
H -4.322 1.204 -1.092 -0.081
H -1.870 1.904 -0.368 0.121
H 2.339 0.090 1.928 -0.003
H 0.342 1.815 -0.045 0.132
H -0.405 -2.477 -0.065 0.084
H 1.082 -0.286 -1.346 0.108
H -1.195 3.038 1.161 0.095
```

Summary:
Charge ... 0

S | Formula: C6H13NO
Source: the Open Molecules 2025 dataset
Level of theory: ωB97M-V with the def2-TZVPD basis set

XYZ file:
```
21
Properties=species:S:1:pos:R:3:lowdin_charge:R:1
O 0.851 -2.203 -3.246 0.050
N -0.082 1.969 2.471 -0.013
C 0.069 1.698 1.037 -0.278
C 0.726 -1.546 -2.241 -0.267
C -0.494 -0.720 -1.954 -0.159
C 0.822 0.406 0.701 -0.212
C -1.075 -0.810 -0.532 -0.197
C -0.039 -0.838 0.618 -0.221
H 0.780 2.169 2.950 0.058
H 1.620 0.296 1.434 0.107
H 0.590 -1.727 0.489 0.100
H -0.639 -0.999 1.521 0.109
H 1.331 0.535 -0.265 0.100
H -0.945 1.679 0.653 0.094
H -1.665 0.094 -0.390 0.089
H -0.644 1.287 2.956 0.058
H 0.570 2.581 0.625 0.110
H -1.245 -1.008 -2.693 0.117
H -1.782 -1.640 -0.435 0.113
H 1.543 -1.553 -1.496 0.117
H -0.290 0.328 -2.202 0.122
```

Summary:
SMILES string ... NCCCCCC=O
Charge ... 0

So which one wins? Going from most stable to least: S, Q, P, R.